Run a
C25H21Cl5N4O5S2SiSr as an isolated structure. Source: the Open Molecules 2025 dataset; level of theory: ωB97M-V/def2-TZVPD.

Last column: natural (NBO) charge in e.
Element x y z (Å)
Sr  0.4022  0.2596  0.3925  1.81
O  1.9692  6.7094  -1.5453  -0.72
C  1.3833  5.4699  -1.2124  0.09
C  1.1360  5.0984  0.1116  -0.24
C  0.5628  3.8974  0.4619  -0.09
N  0.0010  3.1630  -0.6519  -0.45
C  0.7462  3.2858  -1.8463  -0.17
C  1.2873  4.4868  -2.1992  -0.25
C  1.3215  0.6202  -2.0187  -0.31
O  0.5450  2.0949  -4.0958  -0.90
O  2.0451  -0.3229  -1.4794  -0.86
C  0.7830  3.3192  1.8197  0.76
O  1.1102  4.0990  2.7323  -0.76
O  0.6727  2.0463  1.9644  -0.93
H  1.9161  7.2552  -0.7570  0.46
H  1.5082  5.6973  0.9381  0.22
H  1.6907  4.6260  -3.1950  0.23
C  -4.1842  -4.2692  0.0515  -1.12
Si  -2.5023  -4.8588  -0.5303  1.66
C  -2.5013  -6.7388  -0.2966  -1.12
C  -2.2689  -4.5600  -2.3640  -1.12
C  -1.0930  -4.1846  0.5058  -0.56
C  -0.2895  -5.0177  1.2658  -0.14
C  0.7604  -4.5072  2.0254  -0.34
C  0.9808  -3.1454  1.9750  0.07
N  0.2316  -2.3076  1.2593  -0.58
C  -0.8059  -2.7911  0.5409  0.11
S  -1.7831  -1.6533  -0.3283  -0.50
H  -4.9786  -4.7655  -0.5139  0.22
H  -4.2781  -3.1914  -0.0763  0.27
H  -4.3240  -4.5020  1.1104  0.22
H  -3.3034  -7.1794  -0.8955  0.22
H  -2.6715  -7.0222  0.7454  0.22
H  -1.5599  -7.1891  -0.6216  0.22
H  -3.0896  -5.0110  -2.9299  0.22
H  -1.3327  -5.0069  -2.7078  0.23
H  -2.2357  -3.4927  -2.5794  0.27
H  -0.4753  -6.0873  1.2710  0.19
H  1.3976  -5.1452  2.6228  0.20
H  1.7991  -2.6857  2.5163  0.21
C  3.6435  2.3079  3.5926  -0.43
N  3.7670  2.0518  2.1719  -0.36
C  3.7424  3.0412  1.2031  -0.07
C  3.6226  2.4311  0.0104  -0.09
N  3.5880  1.0689  0.2592  -0.57
C  3.6547  0.8345  1.5889  0.26
S  3.5820  -0.6809  2.3410  -0.43
H  4.5404  2.8099  3.9617  0.18
H  3.5306  1.3483  4.0901  0.24
H  2.7573  2.9245  3.7534  0.27
H  3.7220  4.0832  1.4650  0.23
H  3.4881  2.8395  -0.9759  0.25
H  3.2895  0.3768  -0.4495  0.47
Cl  0.6114  1.6948  -2.6688  1.59
C  -1.1574  1.6891  -2.0139  -0.34
C  -1.1049  2.4027  -0.7876  0.14
C  -2.2429  2.3135  0.0523  -0.14
Cl  -2.3203  3.1974  1.5375  0.04
C  -3.3836  1.6798  -0.4274  -0.06
Cl  -4.7794  1.5724  0.5918  0.01
C  -3.4668  1.1719  -1.7324  -0.15
Cl  -4.9405  0.4778  -2.3201  0.00
C  -2.3382  1.2382  -2.5441  -0.04
Cl  -2.3785  0.6323  -4.1650  0.02

Calculated values
* total charge: -2



Run b
C25H21Cl5N4O5S2SiSr as an isolated structure. Source: the Open Molecules 2025 dataset; level of theory: ωB97M-V/def2-TZVPD.

Last column: natural (NBO) charge in e.
Element x y z (Å)
Sr  -0.4071  0.1554  0.0971  1.76
O  2.9848  1.9856  -5.0775  -0.70
C  2.0451  1.5428  -4.1415  0.16
C  1.9622  0.2287  -3.7263  -0.23
C  0.9876  -0.2209  -2.8388  -0.11
N  -0.1589  0.6728  -2.7546  -0.51
C  0.2116  2.0095  -2.7520  0.14
C  1.2538  2.4985  -3.4566  -0.33
C  -0.5880  2.7515  -0.0430  -0.01
O  -1.0390  4.4848  -2.3188  -0.95
O  -0.5197  2.7014  1.1251  -0.63
C  1.1549  -1.5523  -2.1562  0.75
O  1.9621  -2.3347  -2.6838  -0.78
O  0.5517  -1.7763  -1.0388  -0.91
H  3.2377  1.2229  -5.6033  0.47
H  2.7215  -0.4897  -4.0187  0.22
H  1.4745  3.5612  -3.4824  0.24
C  -5.6277  1.4705  3.0222  -1.12
Si  -5.1226  -0.1750  3.7570  1.66
C  -5.7138  -0.1578  5.5575  -1.12
C  -6.0144  -1.6086  2.9392  -1.12
C  -3.2567  -0.3851  3.8079  -0.55
C  -2.5760  -0.4802  5.0080  -0.13
C  -1.1851  -0.5688  5.0452  -0.35
C  -0.5179  -0.5424  3.8384  0.05
N  -1.1340  -0.4728  2.6574  -0.60
C  -2.4810  -0.4051  2.6090  0.11
S  -3.2266  -0.3289  1.0526  -0.46
H  -6.7172  1.5677  3.0231  0.22
H  -5.2689  1.5658  1.9987  0.28
H  -5.2116  2.2935  3.6094  0.23
H  -6.8002  -0.0357  5.5818  0.22
H  -5.2755  0.6709  6.1197  0.22
H  -5.4732  -1.0882  6.0784  0.22
H  -7.0965  -1.4571  2.9861  0.22
H  -5.7793  -2.5467  3.4490  0.22
H  -5.7149  -1.7000  1.8960  0.27
H  -3.1295  -0.4736  5.9420  0.19
H  -0.6399  -0.6289  5.9776  0.20
H  0.5661  -0.5594  3.7929  0.21
C  1.3786  -3.1080  2.5960  -0.40
N  2.1838  -2.9606  1.4072  -0.37
C  2.4771  -3.9771  0.5102  -0.11
C  3.0765  -3.4158  -0.5471  -0.01
N  3.1855  -2.0667  -0.2667  -0.53
C  2.5874  -1.7699  0.9085  0.30
S  2.3855  -0.2415  1.6169  -0.42
H  1.2468  -4.1702  2.7900  0.20
H  0.4059  -2.6385  2.4548  0.24
H  1.8737  -2.6350  3.4415  0.21
H  2.1764  -4.9919  0.6916  0.21
H  3.3630  -3.8188  -1.4957  0.25
H  3.3510  -1.3695  -0.9699  0.45
Cl  -1.2934  -2.2248  -3.6817  0.00
C  -2.2147  -0.8238  -3.1632  -0.11
C  -1.5921  0.4159  -2.8702  0.13
C  -2.3802  1.5644  -2.6345  -0.37
Cl  -0.8746  3.1813  -1.5072  1.08
C  -3.7219  1.4406  -2.6194  -0.07
Cl  -4.6853  2.8798  -2.2295  -0.08
C  -4.4098  0.2494  -2.8784  -0.09
Cl  -6.1549  0.1757  -2.9196  -0.02
C  -3.6321  -0.9123  -3.1615  -0.11
Cl  -4.4306  -2.4093  -3.5210  0.00

Calculated values
* total charge: -2



The least stable of them is run a.



Run a
A 4-piece molecular cluster, C3H15NO3 overall. Source: the Open Molecules 2025 dataset; level of theory: ωB97M-V/def2-TZVPD.

Last column: natural (NBO) charge in e.
Element x y z (Å)
C  -1.8783  -0.5631  -0.0840  -0.63
C  -1.4662  -0.0556  -1.4673  -0.23
N  -0.0378  -0.1605  -1.8642  -0.63
C  0.2640  0.2687  -3.3400  -0.44
H  -2.7856  -0.0525  0.2974  0.21
H  -2.1467  -1.5329  0.0242  0.20
H  -0.9656  -0.6400  0.4623  0.21
H  -1.9389  -0.6574  -2.2003  0.17
H  -1.9888  0.8570  -1.5513  0.16
H  0.3572  0.3872  -1.0978  0.38
H  -0.1068  1.2295  -3.7791  0.19
H  0.0978  -0.5015  -4.1769  0.20
H  1.3959  0.2572  -3.2235  0.21
H  1.1211  0.9595  1.6290  0.47
H  2.5708  1.1024  1.2220  0.47
O  1.6801  1.4000  0.9701  -0.94
H  0.2751  2.5227  6.4279  0.47
H  0.0862  1.0671  7.0079  0.47
O  0.7454  1.6710  6.6761  -0.94
H  1.2435  -2.8198  -0.0591  0.45
H  1.6560  -2.5199  -1.3997  0.47
O  1.8215  -2.2191  -0.4738  -0.92

Calculated values
* SMILES: CCNC.O.O.O



Run b
A 4-piece molecular cluster, C3H15NO3 overall. Source: the Open Molecules 2025 dataset; level of theory: ωB97M-V/def2-TZVPD.

Last column: natural (NBO) charge in e.
Element x y z (Å)
C  -0.6937  -0.0843  2.5742  -0.62
C  -0.2490  -0.8404  1.3036  -0.05
C  0.8229  -1.8746  1.6496  -0.62
N  0.1696  0.0001  0.1750  -0.85
H  -1.3470  -0.6925  3.1962  0.22
H  -1.1892  0.8287  2.2426  0.21
H  0.1829  0.2118  3.1566  0.20
H  -1.1232  -1.4539  1.0544  0.18
H  1.1621  -2.3977  0.7541  0.22
H  0.4480  -2.5956  2.3717  0.21
H  1.6944  -1.3927  2.0964  0.20
H  -0.6709  0.4704  -0.1415  0.39
H  0.7493  0.7315  0.5828  0.36
H  -0.2479  -0.3189  -2.3117  0.49
H  -1.6746  -0.1482  -2.6795  0.47
O  -0.9066  0.3856  -2.4422  -0.96
H  1.3222  -0.8680  -0.9127  0.49
H  1.9427  -0.6742  -2.3173  0.46
O  1.6281  -1.3582  -1.7161  -0.99
H  -1.4384  3.7832  -2.9603  0.48
H  0.1065  3.8982  -2.7232  0.47
O  -0.6884  4.3896  -2.9529  -0.95

Calculated values
* SMILES: CC(C)N.O.O.O



The least stable of them is run a.



Run a
An isolated ion of composition C5H9N2O and charge +1. Source: the Open Molecules 2025 dataset; level of theory: ωB97M-V/def2-TZVPD.

Last column: natural (NBO) charge in e.
Element x y z (Å)
C  1.9955  -0.6805  -0.2899  -0.46
C  1.1557  -1.7427  0.0375  0.26
C  -0.8230  -0.3204  -0.2241  0.21
C  1.9102  0.4988  0.3249  0.33
C  -2.7398  0.9636  -0.1212  -0.45
N  -1.9322  -0.1317  0.3103  -0.35
N  -0.1630  -1.5088  0.1824  -0.48
O  2.6626  1.4786  -0.0327  -0.60
H  2.7658  -0.6443  -1.0189  0.28
H  1.4858  -2.8272  0.1472  0.26
H  -0.3637  0.3306  -0.8590  0.18
H  1.1828  0.7275  1.0663  0.19
H  -3.2507  0.6696  -1.0697  0.23
H  -3.5389  1.1596  0.6440  0.23
H  -2.1274  1.8254  -0.2367  0.19
H  -0.8221  -2.0930  0.6722  0.46
H  2.6023  2.2950  0.4672  0.52

Calculated values
* SMILES: C/N=C/[NH+]=C\C=C\O
* total charge: +1



Run b
An isolated ion of composition C5H9N2O and charge +1. Source: the Open Molecules 2025 dataset; level of theory: ωB97M-V/def2-TZVPD.

Last column: natural (NBO) charge in e.
Element x y z (Å)
C  -0.0677  2.0551  0.8909  0.72
C  0.6838  -0.7129  -1.1262  -0.34
C  1.2765  -0.2693  0.3498  -0.54
C  -0.6922  -1.2991  -0.8824  -0.24
C  0.7268  0.8687  0.9445  0.41
N  0.5044  1.4690  2.0954  -0.47
N  -1.6688  -0.2323  -0.5618  -0.88
O  -0.6141  2.9924  0.4932  -0.38
H  0.4698  0.1218  -1.6478  0.21
H  1.4035  -1.3585  -1.6091  0.25
H  1.2604  -1.1722  1.0525  0.29
H  2.3202  0.1170  0.1770  0.31
H  -1.1060  -1.5644  -1.7753  0.21
H  -0.8891  -2.0822  -0.0975  0.21
H  0.8066  1.3218  3.0827  0.46
H  -1.9402  0.3823  -1.3053  0.38
H  -2.4738  -0.6373  -0.0806  0.39

Calculated values
* SMILES: NCCCc1[nH+]c1=O
* total charge: +1



Run c
An isolated ion of composition C5H9N2O and charge +1. Source: the Open Molecules 2025 dataset; level of theory: ωB97M-V/def2-TZVPD.

Last column: natural (NBO) charge in e.
Element x y z (Å)
C  -1.0968  -2.0609  0.5518  0.88
C  1.2078  -1.6410  -0.0641  -0.23
C  0.7176  -0.3069  -0.7215  -0.22
C  -1.8545  0.0368  -0.3823  0.14
C  -0.2621  1.2678  0.9031  -0.43
N  -0.0183  -2.4526  0.2323  -0.46
N  -0.5850  0.3119  -0.1226  -0.34
O  -2.2041  -1.6422  0.6186  -0.52
H  1.7992  -2.1574  -0.9040  0.26
H  1.6903  -1.6872  0.9167  0.25
H  1.5494  0.3656  -0.7126  0.25
H  0.3692  -0.6248  -1.6871  0.23
H  -2.5752  0.6838  0.0618  0.24
H  -2.2924  -0.4512  -1.2602  0.25
H  -0.0196  0.8286  1.8268  0.23
H  0.5940  1.9324  0.5694  0.24
H  -1.1461  1.9469  1.1279  0.24

Calculated values
* SMILES: C=[N+](C)CCN=C=O
* total charge: +1



Run d
An isolated ion of composition C5H9N2O and charge +1. Source: the Open Molecules 2025 dataset; level of theory: ωB97M-V/def2-TZVPD.

Last column: natural (NBO) charge in e.
Element x y z (Å)
C  2.1136  -0.3990  0.0413  0.94
C  -0.5275  0.9034  0.5126  -0.47
C  0.7087  1.5701  -0.1343  -0.20
C  -1.3974  -1.4816  0.5783  -0.25
C  -0.3951  -0.5315  0.3583  -0.13
N  1.9352  0.8270  -0.1205  -0.61
N  -1.1951  -1.2141  -0.8060  -0.58
O  2.5139  -1.4703  0.0279  -0.37
H  -0.3107  1.0627  1.5092  0.24
H  -1.5058  1.4164  0.2777  0.23
H  0.6213  1.8689  -1.1390  0.21
H  0.7903  2.5345  0.3956  0.23
H  -1.2641  -2.5043  0.7103  0.22
H  -2.3658  -1.1411  1.0163  0.21
H  2.8311  1.3228  -0.4577  0.47
H  -0.6500  -1.8928  -1.3328  0.42
H  -1.9026  -0.8711  -1.4372  0.42

Calculated values
* total charge: +1



The least stable of them is run d.



Run a
An isolated ion of composition C5H9N2O and charge +1. Source: the Open Molecules 2025 dataset; level of theory: ωB97M-V/def2-TZVPD.

Last column: natural (NBO) charge in e.
Element x y z (Å)
C  -1.3168  0.5871  -1.4596  0.40
C  0.1250  0.3561  1.4842  -0.44
C  -1.4218  -1.3125  0.0357  -0.26
C  0.0068  -0.9126  0.6444  -0.25
C  0.5882  0.3935  0.0948  0.35
N  -1.8631  -0.4282  -1.0494  -0.45
N  2.0214  0.6489  -0.2571  -0.63
O  -0.1355  1.1283  -1.0196  -0.53
H  -1.7227  1.2234  -2.2642  0.20
H  -0.9147  0.7798  1.5908  0.27
H  0.8851  0.6208  2.1676  0.25
H  -1.5531  -2.2855  -0.5071  0.27
H  -2.1777  -1.2287  0.9076  0.24
H  0.6939  -1.7665  0.7185  0.25
H  1.9596  0.4481  -1.1998  0.46
H  2.5870  0.1189  0.2291  0.42
H  2.2386  1.6291  -0.1160  0.45

Calculated values
* SMILES: [NH3+][C@]12C[C@H]1CN=CO2
* total charge: +1



Run b
An isolated ion of composition C5H9N2O and charge +1. Source: the Open Molecules 2025 dataset; level of theory: ωB97M-V/def2-TZVPD.

Last column: natural (NBO) charge in e.
Element x y z (Å)
C  0.3069  -2.4440  -0.2580  -0.14
C  0.7234  -1.9479  -1.4393  0.00
C  0.0312  -0.1189  -0.0377  0.49
C  -0.3664  2.1507  -0.7721  -0.59
C  -0.3294  1.1759  0.3795  -0.54
N  -0.0623  -1.3272  0.5637  0.00
N  0.5398  -0.6020  -1.5146  -0.52
O  -0.7211  -1.6824  1.7351  -0.46
H  0.1853  -3.4614  0.0038  0.25
H  1.0561  -2.6988  -2.1637  0.27
H  -1.1045  1.6797  -1.5903  0.21
H  0.5840  2.1448  -1.3910  0.22
H  -0.6348  3.1198  -0.4559  0.25
H  -1.2668  1.0864  1.0435  0.29
H  0.4293  1.6410  1.1461  0.29
H  0.5974  -0.0230  -2.3748  0.47
H  -0.8212  -2.6340  1.7398  0.50

Calculated values
* SMILES: CCc1[nH+]ccn1O
* total charge: +1



The least stable of them is run b.